No. 1
The following is a DFT calculation (ωB97M-V/def2-TZVPD) of C16H28Br12O6S3 as an isolated structure.

Summary:
orbital gap = 9.80 eV
E_tot = -33160.5090 hartree
LUMO = -0.18 eV
energy relative to the best compared isomer or geometry (same formula, charge and spin) = 13.6 kcal per mole
2S+1 = 1
HOMO energy = -9.980 eV

Last column: Löwdin charge in e.
Atoms and positions in Å:
C: 33.851948 15.935358 38.386566  -1.672
Br: 33.616609 17.806877 38.089708  0.563
Br: 33.443344 15.473296 40.182209  0.590
Br: 35.673291 15.443318 38.021884  0.577
H: 33.222938 15.461614 37.659364  -0.095
C: 30.585816 13.335630 36.540786  -1.669
Br: 29.995451 14.373113 38.075585  0.530
Br: 29.232421 13.174596 35.208491  0.603
Br: 31.222477 11.604893 37.112515  0.580
H: 31.426862 13.859587 36.132526  -0.107
C: 29.359287 19.658927 37.925810  -1.649
Br: 29.951115 21.098805 39.012933  0.656
Br: 27.538627 19.929832 37.410575  0.648
Br: 29.508600 18.020292 38.874794  0.570
H: 29.905127 19.623135 37.000644  -0.045
C: 32.345915 17.953462 34.524630  -1.663
Br: 31.708736 16.469727 35.508002  0.652
Br: 31.201062 18.477345 33.116688  0.733
Br: 34.133712 17.791740 33.866101  0.617
H: 32.400566 18.761908 35.227584  -0.064
C: 26.650479 19.230421 33.759375  -0.209
C: 25.419855 19.777768 33.047342  -0.236
C: 25.667932 21.241752 32.843823  -0.235
S: 27.283610 21.241603 32.108127  0.597
O: 28.053375 22.395999 32.334100  -0.292
O: 27.103120 20.703524 30.821761  -0.278
C: 27.860830 19.914202 33.130550  -0.257
H: 26.792709 18.156904 33.746204  0.117
H: 26.663083 19.566471 34.804411  0.038
H: 24.482202 19.599990 33.577247  0.117
H: 25.300209 19.233189 32.105820  0.119
H: 25.618888 21.779985 33.793381  0.117
H: 25.052047 21.806686 32.142513  0.111
H: 28.500280 20.303046 33.940679  0.086
H: 28.653156 19.324211 32.659192  0.040
C: 34.090347 21.432731 28.740678  -0.234
C: 34.213844 21.437332 30.222006  -0.261
C: 33.400390 20.313077 30.713253  -0.266
S: 31.874705 20.565129 29.832715  0.614
O: 31.186357 21.678921 30.360561  -0.294
O: 31.056030 19.377638 29.660607  -0.334
C: 32.689868 21.037477 28.320986  -0.208
H: 34.889747 20.868583 28.249878  0.121
H: 34.367023 22.429702 28.369598  0.120
H: 33.820568 22.365805 30.645024  0.121
H: 35.234169 21.419167 30.604042  0.127
H: 33.234310 20.129628 31.768313  0.053
H: 33.750905 19.337656 30.344027  0.123
H: 32.132050 21.784123 27.776389  0.111
H: 32.668269 20.102487 27.760366  0.105
C: 32.839808 24.214520 36.196520  -0.209
C: 32.283697 24.590675 34.809068  -0.210
C: 31.384393 23.469053 34.355921  -0.211
S: 30.754587 22.633334 35.820749  0.610
O: 31.449172 21.332889 35.887454  -0.368
O: 29.372597 22.783217 35.891547  -0.302
C: 31.612215 23.699645 36.958943  -0.255
H: 33.358397 24.989918 36.742784  0.112
H: 33.509940 23.343680 36.112069  0.118
H: 33.126769 24.685859 34.121413  0.114
H: 31.838920 25.579630 34.915628  0.119
H: 31.862511 22.691167 33.769257  0.101
H: 30.536264 23.764537 33.736221  0.110
H: 31.746418 23.205208 37.914466  0.068
H: 30.964964 24.576243 37.116646  0.116

Atoms 1-6, force components in eV/Å:
0.6 0.4 0.0
0.0 0.6 0.1
-0.4 -0.2 0.2
0.2 -0.2 -0.3
-0.3 -0.5 0.1
-0.2 -0.3 0.7

No. 2
The following is a DFT calculation (ωB97M-V/def2-TZVPD) of C18H28N3Sc as an isolated structure.

Summary:
orbital gap = 8.94 eV
charge = +2
E_tot = -1627.1904 hartree
LUMO = -6.30 eV
energy relative to the best compared isomer or geometry (same formula, charge and spin) = 0.0 kcal per mole
2S+1 = 1
HOMO energy = -15.232 eV

Last column: Löwdin charge in e.
Atoms and positions in Å:
Sc: 0.512737 -0.270375 0.647423  1.132
C: -1.700860 -0.837493 -1.555294  -0.041
N: -1.346773 -1.264694 -0.180015  -0.357
C: -1.060736 -2.720227 -0.179491  -0.051
C: -2.459196 -0.954575 0.762948  -0.152
C: -1.966107 -0.765121 2.188369  -0.163
N: -0.939748 0.306620 2.287829  -0.351
C: -1.546061 1.641148 2.041445  -0.032
C: -0.346844 0.291644 3.645819  -0.042
H: -2.609500 -1.345688 -1.886863  0.116
H: -0.889241 -1.091635 -2.236394  0.105
H: -1.860626 0.239396 -1.576707  0.099
H: -1.903064 -3.274743 -0.600635  0.118
H: -0.890502 -3.078417 0.837177  0.088
H: -0.176604 -2.928450 -0.785446  0.105
H: -3.198882 -1.760197 0.739571  0.150
H: -2.958302 -0.054904 0.406530  0.126
H: -1.525159 -1.689414 2.574016  0.124
H: -2.816068 -0.527911 2.836669  0.151
H: -2.387284 1.798706 2.721217  0.118
H: -1.891482 1.728636 1.012622  0.094
H: -0.794838 2.409427 2.209240  0.100
H: -1.117839 0.471630 4.399051  0.117
H: 0.406472 1.074061 3.722313  0.099
H: 0.114204 -0.677175 3.842698  0.091
C: 5.705041 -3.465612 2.884985  -0.008
C: 4.498823 -2.770788 2.348262  -0.211
C: 4.605947 -1.712523 1.446533  0.027
C: 3.467822 -1.112590 0.953400  -0.092
N: 2.227591 -1.492680 1.322222  -0.071
C: 2.119905 -2.518894 2.191757  -0.111
C: 3.210120 -3.170519 2.713680  0.018
H: 6.596229 -2.849276 2.793207  0.095
H: 5.873159 -4.385595 2.319803  0.112
H: 5.566098 -3.745837 3.928044  0.099
H: 5.574178 -1.356382 1.123373  0.136
H: 3.535200 -0.290053 0.250380  0.120
H: 1.115351 -2.818996 2.472804  0.111
H: 3.060115 -3.986030 3.408093  0.136
C: 2.181088 3.964629 -0.382766  -0.035
C: 1.570785 3.477688 -1.541967  -0.039
C: 1.020733 2.207834 -1.566675  -0.086
C: 1.083238 1.408452 -0.422857  -0.244
C: 1.696700 1.912615 0.722563  -0.205
C: 2.251816 3.191676 0.760979  -0.050
H: 2.605237 4.959571 -0.380335  0.123
H: 1.528774 4.101608 -2.424767  0.122
H: 0.553063 1.847379 -2.474701  0.105
H: 1.778241 1.303308 1.645877  0.082
H: 2.731189 3.567171 1.654837  0.120

Atoms 1-6, force components in eV/Å:
-0.1 0.3 0.0
0.0 0.0 0.0
0.1 0.0 0.2
0.0 0.0 0.0
-0.1 -0.1 0.0
-0.1 0.0 0.0

No. 3
The following is a DFT calculation (ωB97M-V/def2-TZVPD) of one molecule with the formula C5H8F2O.

Summary:
orbital gap = 9.82 eV
E_tot = -470.1993 hartree
LUMO = 0.75 eV
energy relative to the best compared isomer or geometry (same formula, charge and spin) = 44.9 kcal per mole
2S+1 = 1
HOMO energy = -9.068 eV

Last column: Löwdin charge in e.
Atoms and positions in Å:
C: 1.409504 0.760411 -0.972399  -0.031
C: 0.345080 0.340714 -0.045639  -0.324
C: 1.472469 1.511629 0.221752  -0.464
C: 0.477336 -0.969009 0.671980  -0.024
C: -1.036494 0.997882 -0.227309  -0.247
O: -1.992664 0.118491 -0.621427  -0.046
F: 2.335384 1.262402 1.186682  0.133
F: 1.035938 2.810217 0.244405  0.093
H: 2.131685 -0.122537 -1.152303  0.167
H: 0.951951 1.360358 -1.751519  0.127
H: -0.498650 -1.454194 0.314752  0.095
H: 0.337858 -0.862931 1.782569  0.100
H: 1.358735 -1.562699 0.642930  0.071
H: -1.003808 1.669607 -1.095126  0.130
H: -1.337549 1.583173 0.634880  0.126
H: -2.101556 -0.603621 0.031127  0.095

Atoms 1-6, force components in eV/Å:
1.4 -2.0 -2.9
1.0 2.9 1.9
-2.9 -1.2 1.3
-3.5 0.6 1.5
1.6 0.5 -0.5
-2.0 -2.5 0.1

No. 4
The following is a DFT calculation (ωB97M-V/def2-TZVPD) of a 2-piece molecular cluster, C3H7ClSi overall.

Summary:
orbital gap = 7.62 eV
E_tot = -868.0538 hartree
LUMO = -1.32 eV
energy relative to the best compared isomer or geometry (same formula, charge and spin) = 82.5 kcal per mole
2S+1 = 1
HOMO energy = -8.938 eV

Last column: Löwdin charge in e.
Atoms and positions in Å:
C: 0.855311 0.883795 1.048104  -0.171
C: -0.090209 1.315452 -0.033196  -0.173
C: -0.616561 0.689798 1.215284  -0.720
Si: -0.247712 -2.428005 -2.575803  0.565
Cl: -1.483422 1.681371 2.378859  0.591
H: 1.466631 0.007739 0.895349  0.095
H: 1.329993 1.655934 1.633114  0.096
H: -0.242130 2.375336 -0.171198  0.098
H: -1.032646 -0.306553 1.175321  0.089
H: -0.143712 0.738423 -0.941857  0.067
H: 1.109137 -2.858864 -2.147760  -0.266
H: -0.904681 -3.754424 -2.476218  -0.269

Atoms 1-6, force components in eV/Å:
0.1 -0.1 0.1
-0.1 0.1 -0.1
0.1 0.0 0.0
-0.4 1.0 -0.2
0.0 0.1 0.0
0.0 -0.1 0.0

| no. | strongest force on any atom (hartree/bohr) |
| --- | --- |
| 1 | 0.09469 |
| 2 | 0.01099 |
| 3 | 0.07433 |
| 4 | 0.02056 |